(1)
{"formula": "C27H32Br42F10N2O5PS", "method": "wB97M-V/def2-TZVPD", "mol_weight_g_mol": 4073.55, "energy_ev": -3030795.010, "fmax_ha_per_bohr": 0.1979, "orbital_gap_ev": 5.64, "total_charge": 1, "elements": ["C", "C", "C", "O", "O", "C", "C", "C", "C", "C", "C", "N", "F", "P", "N", "O", "S", "O", "O", "C", "F", "F", "C", "F", "F", "C", "F", "F", "C", "F", "F", "F", "H", "H", "H", "H", "H", "H", "H", "H", "H", "H", "H", "H", "H", "H", "H", "H", "H", "H", "C", "Br", "Br", "Br", "H", "C", "Br", "Br", "Br", "H", "C", "Br", "Br", "Br", "H", "C", "Br", "Br", "Br", "H", "C", "Br", "Br", "Br", "H", "C", "Br", "Br", "Br", "H", "C", "Br", "Br", "Br", "H", "C", "Br", "Br", "Br", "H", "C", "Br", "Br", "Br", "H", "C", "Br", "Br", "Br", "H", "C", "Br", "Br", "Br", "H", "C", "Br", "Br", "Br", "H", "C", "Br", "Br", "Br", "H", "C", "Br", "Br", "Br", "H"], "positions_angstrom": [[-2.87479, -1.11751, 4.04465], [-3.77363, -0.62988, 3.03809], [-3.38490, 0.49506, 1.98531], [-3.90006, 0.51806, 0.85507], [-2.40498, 1.50143, 2.31369], [-1.19201, 1.06092, 1.65082], [-0.01602, 2.07402, 2.12303], [1.27096, 1.21758, 2.57146], [2.58275, 1.59463, 1.74171], [2.57161, 1.02717, 0.21824], [1.92602, -0.42250, 0.11517], [2.47173, -1.32846, -0.96063], [3.79176, -1.16472, -1.23987], [2.33208, -3.07148, -0.27647], [0.75328, -3.22385, 0.52802], [3.43922, -3.24745, 1.00393], [1.59923, -1.36325, -2.48258], [0.52260, -2.42415, -2.47485], [2.59653, -1.81932, -3.51559], [0.83869, 0.24001, -3.05929], [0.04206, 0.90866, -2.11918], [-0.03750, -0.12168, -4.11013], [1.89242, 1.26761, -3.72330], [2.23867, 0.67369, -4.96612], [3.06449, 1.26596, -2.95606], [1.31910, 2.71617, -4.08627], [-0.03746, 2.75019, -4.40310], [2.00386, 3.11628, -5.26303], [1.58505, 3.87362, -3.02304], [2.94233, 4.12398, -2.77946], [1.09848, 5.06028, -3.61622], [0.83822, 3.74553, -1.83624], [-3.14461, -1.10301, 5.17847], [-1.87593, -1.57906, 3.73537], [-4.82126, -1.05430, 2.97993], [-1.24396, 1.14207, 0.50977], [-0.98843, -0.00868, 2.00795], [-0.41667, 2.63062, 3.04045], [0.24187, 2.81963, 1.30356], [1.03647, 0.10512, 2.60690], [1.48397, 1.52921, 3.65722], [3.50753, 1.18757, 2.28946], [2.66520, 2.72851, 1.67947], [1.93674, 1.73142, -0.40625], [3.64023, 1.11987, -0.14798], [0.77915, -0.34703, 0.08706], [2.15439, -0.94742, 1.11485], [0.05784, -2.60377, 0.08036], [0.82888, -2.85549, 1.49870], [4.11184, -3.89573, 0.68300], [-1.26105, -1.42499, 7.98009], [-1.60313, -0.50953, 6.30052], [-2.81458, -1.41864, 9.13778], [-0.58638, -3.21916, 7.69348], [-0.47834, -0.86849, 8.49318], [4.93315, -4.15924, -3.19581], [3.45826, -5.38829, -3.45857], [5.93034, -4.56469, -1.58025], [6.08380, -4.06934, -4.75392], [4.50200, -3.16914, -3.06266], [-1.51046, 6.45949, 1.08858], [-0.89356, 8.29526, 1.01084], [-3.42829, 6.33230, 0.85290], [-0.56115, 5.32227, -0.16428], [-1.28463, 6.09022, 2.08674], [7.12537, -7.81690, -5.86815], [5.67291, -9.07526, -6.12410], [8.13942, -8.20494, -4.26190], [8.26610, -7.70494, -7.43156], [6.67564, -6.83563, -5.73113], [4.20449, -2.34044, -8.14597], [6.03125, -2.97311, -8.29853], [2.96750, -3.46519, -9.12518], [3.66431, -2.12416, -6.29634], [4.16976, -1.35440, -8.60453], [0.56389, -1.30239, 12.27693], [1.49167, -2.94978, 11.84916], [1.06479, 0.14279, 11.08297], [-1.35747, -1.54718, 12.32612], [0.87600, -1.01147, 13.27763], [-5.83793, 3.93326, -1.90173], [-6.06763, 5.32004, -3.23604], [-3.97696, 3.42601, -1.70185], [-6.64028, 4.42795, -0.20613], [-6.37009, 3.05489, -2.26014], [-9.50076, 7.64721, -1.99055], [-9.94413, 9.00620, -3.30041], [-8.59216, 8.39777, -0.45120], [-11.05523, 6.61055, -1.47547], [-8.80401, 6.96012, -2.46783], [1.29735, -9.44193, -3.12992], [1.01826, -8.05436, -4.45455], [3.17757, -9.86360, -2.93097], [0.47419, -8.99800, -1.43132], [0.80352, -10.33841, -3.49847], [-5.14429, -4.77796, 2.69330], [-4.19631, -5.79125, 4.04674], [-7.04007, -4.65799, 3.07745], [-4.35028, -3.02020, 2.42730], [-5.04288, -5.32399, 1.75717], [-0.13262, -1.00302, -10.06091], [-0.64335, 0.33888, -11.36271], [0.73773, -0.21444, -8.51788], [-1.63258, -2.11840, -9.54786], [0.59756, -1.65155, -10.54071], [4.42777, 2.59870, 9.97104], [5.56285, 1.03944, 9.78137], [5.29304, 4.20597, 9.31682], [2.69382, 2.33074, 9.14601], [4.25547, 2.74007, 11.03595], [3.60305, 4.36264, 5.52717], [4.53364, 2.71796, 5.09118], [4.09534, 5.80823, 4.33388], [1.68218, 4.10657, 5.59332], [3.92025, 4.65170, 6.52769], [-9.89982, 3.26940, -4.59392], [-10.03262, 5.20128, -4.53268], [-8.06230, 2.67837, -4.41976], [-11.05621, 2.42491, -3.28736], [-10.24574, 2.95510, -5.57614]], "forces_ev_per_angstrom": [[-2.0, 0.8, -2.1], [2.5, 2.1, 1.4], [-1.2, -1.4, -2.8], [1.3, 0.1, 3.4], [-0.7, -2.4, -0.7], [1.3, 1.3, 0.2], [-0.4, -1.3, 0.4], [0.3, 1.4, 0.7], [-0.3, -0.9, -0.1], [-0.3, 1.1, 0.2], [0.6, 1.8, 2.6], [-1.3, 2.5, 1.5], [0.1, 0.3, 0.3], [-0.1, -6.0, 1.2], [2.3, 2.4, 0.1], [-1.9, 0.9, -1.6], [-0.5, -7.4, -6.9], [2.2, 4.1, 2.1], [-1.9, 3.0, 3.5], [-3.0, 3.0, -1.8], [1.9, -1.6, -1.2], [2.2, 0.2, 2.7], [1.3, -2.1, -1.8], [-0.7, 1.2, 2.7], [-2.2, 0.5, -1.0], [0.1, 1.6, -1.7], [2.6, -0.7, 1.0], [-1.2, -0.9, 2.7], [-0.3, 3.6, 0.1], [-3.2, -1.3, -0.2], [1.0, -2.8, 1.2], [2.3, -0.7, -2.6], [-0.9, -1.9, -3.1], [-0.9, 1.8, 0.7], [0.8, 2.5, 0.9], [-0.4, -0.4, 1.4], [0.0, 1.3, -0.6], [0.6, -0.7, -1.4], [-0.4, -0.9, 1.1], [0.4, 1.3, -0.2], [-0.2, -0.7, -1.5], [-1.3, 0.6, -0.9], [0.0, -1.5, 0.1], [0.8, -0.8, 0.7], [-1.3, -0.6, 0.2], [1.7, -0.3, -0.6], [-0.2, 0.6, -1.6], [0.1, -0.8, -0.1], [-0.1, -0.6, -0.4], [-0.3, 0.6, 0.0], [0.1, 0.0, 0.5], [1.7, 0.6, 2.1], [0.2, 0.0, -0.7], [-0.2, 0.4, 0.0], [-0.2, -0.1, -0.1], [-0.2, 0.0, -0.3], [0.3, 0.2, 0.0], [-0.1, 0.0, -0.1], [0.0, -0.3, 0.6], [0.1, -0.2, -0.1], [-0.2, 0.1, 0.2], [-0.1, -0.4, -0.1], [0.4, 0.0, 0.0], [-0.3, 0.5, 0.3], [0.0, 0.1, -0.2], [-0.1, 0.1, 0.0], [0.3, 0.2, 0.1], [-0.2, 0.1, -0.3], [-0.2, 0.0, 0.3], [0.1, -0.2, 0.0], [0.0, 0.1, -0.1], [-0.3, 0.1, 0.0], [0.2, 0.1, 0.2], [-0.2, 0.1, -0.5], [0.0, -0.2, 0.1], [-0.1, -0.1, 0.2], [-0.2, 0.3, 0.0], [-0.1, -0.4, 0.2], [0.5, 0.0, 0.2], [-0.1, -0.1, -0.3], [0.0, 0.0, 0.0], [0.2, 0.0, 0.4], [-0.3, 0.1, 0.0], [0.2, 0.0, -0.3], [0.1, 0.2, 0.1], [0.1, -0.1, 0.0], [0.1, -0.3, 0.2], [-0.2, -0.1, -0.3], [0.2, 0.3, 0.1], [-0.1, 0.1, 0.1], [0.1, -0.1, 0.0], [0.1, -0.2, 0.2], [-0.3, 0.1, 0.0], [0.2, 0.0, -0.3], [0.1, 0.2, 0.1], [-0.2, -0.4, -0.6], [-0.1, 0.3, -0.2], [0.4, 0.0, 0.0], [-0.4, -2.8, 0.0], [-0.1, 0.0, 0.3], [0.0, -0.1, -0.2], [0.1, -0.2, 0.3], [-0.1, -0.1, -0.2], [0.3, 0.2, -0.1], [-0.1, 0.2, 0.2], [0.1, -0.1, 0.1], [-0.3, 0.3, 0.0], [-0.2, -0.3, 0.0], [0.4, 0.2, -0.1], [0.0, 0.0, -0.3], [0.1, 0.1, 0.1], [-0.2, 0.3, 0.1], [-0.1, -0.3, 0.2], [0.3, 0.0, -0.1], [-0.1, -0.1, -0.2], [-0.1, 0.0, 0.0], [0.1, -0.4, -0.2], [-0.4, -0.2, -0.2], [0.3, 0.2, -0.2], [0.1, 0.1, 0.2]]}

=====

(2)
{"formula": "C37H69BFN4O6P", "method": "wB97M-V/def2-TZVPD", "mol_weight_g_mol": 726.77, "spin_multiplicity": 3, "energy_ev": -70405.981, "fmax_ha_per_bohr": 0.1172, "orbital_gap_ev": [7.92, 7.41], "s2": 2.0089, "elements": ["C", "C", "P", "C", "C", "C", "O", "C", "B", "C", "O", "C", "C", "F", "C", "C", "C", "C", "N", "O", "C", "O", "C", "C", "C", "C", "C", "N", "H", "H", "H", "H", "H", "H", "H", "H", "H", "H", "H", "H", "H", "H", "H", "H", "H", "H", "H", "H", "H", "H", "H", "H", "H", "H", "H", "H", "H", "H", "H", "H", "H", "C", "C", "C", "C", "C", "C", "N", "O", "C", "C", "C", "H", "H", "H", "H", "H", "H", "H", "H", "H", "H", "H", "H", "H", "H", "H", "H", "H", "H", "C", "C", "C", "C", "C", "C", "N", "O", "C", "C", "C", "H", "H", "H", "H", "H", "H", "H", "H", "H", "H", "H", "H", "H", "H", "H", "H", "H", "H"], "positions_angstrom": [[-2.71882, -0.15228, -2.07665], [-1.30471, -0.05986, -1.25984], [-0.71678, 1.72770, -1.42780], [-0.51673, 2.38372, 0.33454], [0.01816, 1.30533, 1.40778], [0.94923, 1.83592, -2.40630], [1.10448, 3.16675, -2.87413], [0.59995, 3.49847, -4.17862], [-0.33163, 4.85465, -3.93093], [-1.01522, 5.06624, -2.44478], [-0.55285, 5.87849, -4.90537], [1.87448, 4.01830, -5.02611], [1.61730, 4.32255, -6.56168], [3.00665, 3.09318, -4.95850], [-0.33866, 2.45516, -4.92924], [0.47296, 1.32674, -5.79812], [-0.28400, -0.07297, -5.91696], [-0.67398, -1.04883, -4.71868], [-0.60033, -0.50100, -7.13739], [-1.21150, 3.11808, -5.91813], [-2.59236, 2.77910, -5.69872], [-3.00500, 1.52468, -6.27669], [2.08250, 1.59286, -1.25972], [2.64248, 2.87215, -0.61664], [3.70077, 2.64534, 0.52833], [3.97388, 1.12230, 0.76554], [3.31785, -0.03283, 0.00002], [2.34941, 0.22933, -1.00148], [-2.54140, 0.43937, -3.05153], [-3.54281, 0.41058, -1.51984], [-2.95216, -1.25303, -2.25575], [-0.55574, -0.85870, -1.57416], [-1.59190, -0.31022, -0.16673], [-1.57511, 2.69685, 0.68230], [0.10824, 3.34986, 0.38801], [0.55303, 0.40503, 0.92033], [0.62847, 1.74203, 2.26508], [-0.92686, 0.84630, 1.89619], [1.09857, 0.98070, -3.13942], [-1.81412, 4.28668, -2.20871], [-0.16393, 5.07478, -1.66104], [-1.54026, 6.09435, -2.41436], [-0.75859, 6.74092, -4.47582], [2.18630, 5.01348, -4.52797], [2.33869, 5.17356, -6.86996], [0.57374, 4.67606, -6.84148], [1.86979, 3.45259, -7.27722], [-1.05833, 1.85716, -4.26920], [1.49183, 1.11585, -5.29265], [0.71709, 1.72422, -6.83960], [-0.44974, -2.12241, -5.08310], [-1.81961, -1.00539, -4.62176], [-0.12175, -0.78709, -3.75913], [-0.28178, 0.17918, -7.84503], [-3.20957, 3.59608, -6.24076], [-2.92119, 2.85686, -4.59281], [-3.11024, 1.59196, -7.24779], [2.35423, 3.94497, -0.85600], [4.18120, 3.48394, 1.12172], [4.73234, 0.85018, 1.58225], [3.56715, -1.13408, 0.22344], [2.74348, 1.35595, 8.21246], [2.11263, 1.48719, 6.80578], [1.32847, 2.81329, 6.70579], [0.00065, 2.78600, 7.45300], [-0.84272, 1.59897, 7.00026], [-0.10014, 0.25037, 7.11474], [1.26908, 0.28876, 6.51094], [1.12191, 0.21936, 5.15995], [-0.01865, -0.16529, 8.60420], [-0.99397, -0.85216, 6.48409], [3.35277, 1.59233, 5.87721], [3.28910, 0.41305, 8.31102], [3.45650, 2.16589, 8.39405], [2.02709, 1.41912, 9.02841], [1.12634, 3.04673, 5.65265], [1.93638, 3.64131, 7.08675], [0.17148, 2.75128, 8.53314], [-0.54503, 3.71485, 7.26037], [-1.76596, 1.57105, 7.58909], [-1.14995, 1.76848, 5.96115], [0.68998, -0.98667, 8.74740], [-0.98931, -0.51448, 8.96914], [0.25440, 0.65046, 9.27176], [-1.24796, -0.64364, 5.44157], [-1.94509, -0.93432, 7.01777], [-0.50364, -1.82926, 6.53156], [3.93596, 0.66694, 5.89323], [4.01250, 2.40283, 6.20218], [3.08553, 1.81217, 4.84069], [-2.74447, -6.84215, -0.64557], [-2.44711, -5.35537, -0.95363], [-1.92033, -5.21542, -2.39822], [-0.47942, -5.68330, -2.56232], [0.42893, -4.97632, -1.56209], [-0.05094, -5.12045, -0.10178], [-1.50396, -4.80171, 0.06569], [-1.62959, -3.44784, 0.04099], [0.24444, -6.55684, 0.39572], [0.85604, -4.23666, 0.79770], [-3.85316, -4.69959, -0.89048], [-3.10176, -6.96603, 0.38083], [-3.52341, -7.22698, -1.31076], [-1.89400, -7.50458, -0.78999], [-1.98000, -4.16623, -2.71540], [-2.55936, -5.77598, -3.08928], [-0.41528, -6.76921, -2.44481], [-0.13941, -5.46614, -3.57961], [1.44658, -5.36856, -1.66393], [0.48365, -3.91494, -1.83368], [-0.28012, -6.76653, 1.33286], [1.31237, -6.69412, 0.59060], [-0.01008, -7.33098, -0.32647], [0.85244, -3.18559, 0.49655], [1.89784, -4.56511, 0.74160], [0.54718, -4.29691, 1.84577], [-4.26662, -4.75166, 0.12097], [-4.55098, -5.21414, -1.55819], [-3.84445, -3.65310, -1.20462]], "forces_ev_per_angstrom": [[1.4, 0.6, -0.2], [-1.2, -0.8, 0.8], [-1.1, 0.3, -0.4], [0.4, 0.0, 1.4], [-1.0, -0.8, 0.2], [1.9, -1.4, 2.9], [-0.4, -1.2, -0.6], [-0.3, 1.5, -1.5], [-1.1, 1.1, 0.3], [0.3, 1.0, -0.2], [1.0, -0.8, 1.7], [-0.3, 0.1, -0.5], [0.7, 0.6, -1.0], [-1.7, 1.3, 0.2], [0.3, -2.2, -1.4], [0.5, -0.5, 1.3], [-0.4, -0.4, -3.1], [-0.1, 0.3, -1.2], [1.0, 0.9, 3.1], [-0.7, -0.7, 1.8], [-1.7, 1.6, -1.3], [0.5, 0.8, 0.7], [0.4, 1.3, -0.1], [2.4, -3.2, 2.7], [-2.9, -4.2, -3.2], [-0.7, 0.9, -0.8], [-0.4, 3.7, 0.0], [2.1, 2.9, 2.0], [-0.6, -1.3, 1.3], [1.1, -1.0, -0.6], [0.0, 1.6, 0.1], [-1.0, 1.1, 0.3], [0.8, 0.5, -1.6], [1.6, -0.4, -0.8], [-0.9, -1.5, -0.4], [-0.6, 1.7, 0.8], [-0.6, -0.5, -1.3], [1.6, 0.6, -0.7], [-0.4, 1.3, 0.7], [1.4, 0.8, -0.2], [-1.6, -0.2, -1.0], [0.8, -1.4, 0.0], [-0.1, -1.1, -0.4], [-0.1, -1.8, -0.6], [-1.1, -1.4, 0.5], [1.3, -0.5, 0.8], [-0.3, 1.2, 1.5], [1.4, 1.1, -0.2], [-1.5, 0.4, -0.7], [-0.6, -0.6, 1.5], [-0.1, 1.8, 0.7], [1.8, 0.1, 0.2], [-0.9, -0.5, -1.2], [-0.2, -0.2, 0.5], [1.2, -1.0, 0.8], [0.9, -0.7, -1.6], [0.3, 0.2, 0.9], [0.2, -1.9, 0.0], [-0.7, -1.4, -0.9], [-1.3, 0.4, -1.4], [-0.4, 2.1, -0.4], [-0.2, 0.0, 0.3], [1.8, 0.7, 1.1], [-0.4, -0.1, -0.1], [0.0, 0.0, 0.0], [0.3, 0.3, -0.2], [-1.3, -0.9, 1.4], [-1.3, 1.4, -3.8], [0.6, -0.4, 2.3], [0.2, 0.1, 0.3], [0.4, 0.2, -0.6], [-0.5, -0.4, -0.5], [-0.1, 0.0, -0.1], [-0.1, -0.1, -0.2], [0.0, -0.1, -0.1], [0.1, -0.2, 0.0], [0.2, -0.3, 0.0], [0.0, 0.0, 0.0], [0.0, -0.1, 0.0], [0.1, -0.3, 0.0], [0.1, -0.2, 0.0], [0.0, 0.1, -0.1], [0.0, 0.0, -0.3], [0.1, 0.0, -0.1], [0.3, 0.0, 0.1], [0.2, 0.2, 0.2], [0.0, 0.1, 0.0], [-0.1, 0.0, 0.0], [-0.3, -0.1, 0.2], [-0.1, -0.2, 0.1], [0.3, -0.3, 0.0], [-1.6, -1.5, -0.4], [0.4, 0.2, 0.0], [0.0, 0.0, 0.0], [-0.3, 0.1, -0.2], [1.7, -1.1, 0.8], [0.3, 3.9, -1.8], [0.0, -2.3, 0.6], [-0.1, -0.3, -0.1], [-0.6, 0.5, -0.1], [0.4, 0.6, 0.3], [0.1, 0.1, -0.1], [0.0, 0.3, 0.0], [0.0, 0.1, 0.1], [0.0, 0.0, 0.2], [-0.1, 0.0, 0.3], [0.0, 0.0, 0.0], [0.0, 0.0, 0.1], [-0.1, 0.0, 0.3], [-0.1, 0.0, 0.2], [0.0, 0.1, -0.1], [-0.1, 0.3, -0.1], [-0.1, 0.0, 0.0], [-0.2, -0.1, 0.0], [-0.2, -0.2, -0.2], [0.0, 0.0, -0.1], [0.1, 0.0, -0.1], [0.3, -0.2, 0.1], [0.2, -0.1, 0.2]]}

=====

(3)
{"formula": "C3H6O4S", "method": "wB97M-V/def2-TZVPD", "mol_weight_g_mol": 138.14, "relative_energy_ev": 2.029, "energy_ev": -22231.323, "fmax_ha_per_bohr": 0.0639, "orbital_gap_ev": 10.38, "elements": ["O", "C", "C", "O", "O", "C", "O", "S", "H", "H", "H", "H", "H", "H"], "positions_angstrom": [[-2.54866, 0.32462, -0.27397], [-1.41865, 0.21260, 0.57853], [-0.12882, -0.46621, 0.09896], [-0.04937, -1.76757, 0.25473], [0.35464, 0.04689, -1.17233], [1.04871, 0.38577, -0.02860], [1.11554, 1.83051, 0.27543], [2.70032, -0.32559, 0.10102], [-2.26027, -0.16408, -1.04480], [-1.18630, 1.30673, 0.75799], [-1.66707, -0.23058, 1.50995], [0.88180, -2.10819, 0.15402], [0.86352, 2.26233, -0.52544], [2.29460, -1.30725, -0.68549]], "forces_ev_per_angstrom": [[0.7, -1.2, -0.3], [0.8, 2.5, 0.2], [-1.3, 2.6, 0.0], [0.8, -2.5, 0.3], [-0.1, 0.2, -0.6], [1.1, 2.6, 0.1], [0.0, -3.2, 0.8], [0.0, 0.4, 0.3], [-0.6, -0.1, -0.7], [0.3, -1.4, 0.3], [-0.5, -0.6, 0.9], [-1.3, 0.6, 0.3], [-0.3, 0.5, -1.0], [0.4, -0.4, -0.4]]}